(1)
79
Properties=species:S:1:pos:R:3:lowdin_charge:R:1 method="wB97M-V/def2-TZVPD" homo_lumo_gap_ev=8.766 total_energy_ha=-3799.19356 charge=0 smiles="C/C(Cl)=C(/Cl)[C@]1(CCO)C(=O)O[C@@](CCSc2nnco2)(COO)[C@@]1(CC(=O)O)N=C=O.C[N+](=O)[O-].C[N+](=O)[O-].C[N+](=O)[O-].C[N+](=O)[O-]"
Cl -3.82187 -0.68805 0.61614 0.806
Cl -4.06765 -3.54912 -0.19602 0.677
S -1.38623 1.44591 -3.12966 0.992
O -2.58631 0.80983 2.97616 0.168
O -4.38485 0.52364 -3.59450 0.049
O -0.38091 -1.84055 5.65865 -0.075
O 1.44737 -4.41685 1.03714 0.052
O 2.98231 -0.42945 2.66377 0.195
O -0.18982 3.71580 -2.10596 0.025
O 2.27767 1.18423 -1.62890 -0.037
O -0.48161 0.54070 7.10763 0.056
O -4.38346 -1.56501 -3.05549 0.037
O 1.47616 -3.14458 2.87197 0.169
O 2.99855 -1.30998 -4.28282 0.081
O 6.18041 5.04748 -2.49184 0.062
O 1.88099 0.57522 -0.42244 -0.128
O 0.10846 1.53332 5.28734 0.074
O -1.30682 0.94328 1.14865 0.038
O 5.73278 3.45819 -3.87766 0.058
O 2.66069 0.81506 -4.33863 0.062
N 0.33823 1.06509 6.37975 -0.424
N -2.28482 3.93582 -2.48501 0.051
N 5.53111 4.09402 -2.86336 -0.455
N 0.61203 -0.11014 2.51083 0.215
N -4.49772 -0.65399 -3.85194 -0.439
N 2.95834 -0.24231 -4.85506 -0.431
N -1.83288 5.10349 -1.96243 0.060
C -1.43581 -1.24597 2.11060 -0.202
C -4.79922 -1.02682 -5.26010 0.052
C -2.71752 -3.06683 0.80906 -0.702
C -1.48519 -1.98599 3.46142 -0.071
C 0.68738 1.16482 0.04248 -0.109
C -0.40791 0.12456 0.38790 -0.325
C 1.23586 -3.19944 1.70883 -0.471
C -1.98146 0.53115 -1.64822 -0.431
C -0.57991 4.91194 -1.74970 -0.211
C -1.86833 0.26886 2.20501 -0.494
C -0.90487 -0.36699 -0.98826 -0.146
C 3.29840 -0.21175 -6.30187 0.058
C -0.02827 -0.94940 1.46619 -0.238
C 1.82167 -0.23312 2.64368 -0.253
C 4.39384 3.67309 -1.99955 0.048
C -1.75931 -4.18029 1.17028 -0.073
C -1.21443 -1.13622 4.71488 -0.237
C -2.56690 -1.80192 1.19485 -0.532
C 1.73648 1.12600 6.88017 0.059
C 0.77341 -2.06467 0.81557 -0.006
C -1.33649 3.09970 -2.56298 -0.665
H -0.88698 -4.11834 0.52352 0.064
H 0.27121 -2.51097 -0.04069 0.123
H 3.70859 4.51280 -1.92972 0.101
H 1.68717 -1.61872 0.39004 0.146
H -1.31285 -1.38140 -0.94610 0.103
H 2.22685 -4.25060 0.48925 0.116
H -0.05781 -0.41949 -1.67921 0.108
H 3.90988 2.81711 -2.45237 0.066
H 0.28872 1.77102 -0.77510 0.106
H -1.53360 -4.26502 2.22880 0.085
H 3.54085 -1.21882 -6.62025 0.096
H -3.98736 -1.65672 -5.61207 0.100
H 4.15047 0.45143 -6.42158 0.106
H 2.06537 0.10422 7.04876 0.105
H -0.83411 -2.85729 3.52641 0.099
H -0.79820 -0.14358 4.53709 0.059
H 2.35035 1.61366 6.13168 0.095
H -2.25111 -5.11751 0.89448 0.073
H 2.37983 0.48843 -2.29857 0.066
H -2.16994 -0.97372 5.22717 0.127
H -5.74146 -1.56685 -5.25984 0.101
H 0.01693 5.69641 -1.31590 0.136
H -2.39665 1.28395 -0.97644 0.083
H -2.82245 -0.09131 -1.93267 0.014
H 2.42975 0.16689 -6.83266 0.104
H 4.80056 3.41649 -1.02588 0.105
H 1.72714 1.69348 7.80624 0.101
H -2.50243 -2.37342 3.56054 0.131
H 0.81653 1.85102 0.88598 0.145
H -4.87106 -0.11969 -5.84909 0.096
H -0.64569 -1.45519 6.50163 0.054

***

(2)
11
Properties=species:S:1:pos:R:3:lowdin_charge:R:1 method="wB97M-V/def2-TZVPD" homo_lumo_gap_ev=10.017 total_energy_ha=-554.10409 charge=0 smiles="S[C@H]1C=CC1"
S 0.97410 0.26022 1.99489 0.676
C 0.59769 -0.26357 0.25313 -0.665
C -0.85400 -0.68902 -0.00507 -0.094
C -0.98279 0.17659 -1.02754 -0.094
C 0.29962 0.85090 -0.80203 -0.219
H 1.23965 0.74769 -1.50160 0.140
H 1.42454 -1.02257 -0.01903 0.112
H -1.94012 0.49827 -1.38293 0.093
H 0.28835 -0.87024 2.35074 -0.130
H -1.42262 -1.48804 0.45059 0.097
H 0.37557 1.79977 -0.31115 0.085

***

(3)
19
Properties=species:S:1:pos:R:3:lowdin_charge:R:1 method="wB97M-V/def2-TZVPD" homo_lumo_gap_ev=10.262 total_energy_ha=-919.84791 charge=0 smiles="C=C[C@](O)(Cl)C(=O)OCC"
Cl 0.08273 0.03091 2.43827 0.716
O 0.48845 -0.05990 -0.66045 -0.017
O -1.43278 -1.27250 -0.55616 0.105
O -2.30858 0.75388 1.83944 -0.026
C 1.03407 -0.90868 -1.66789 -0.162
C -0.73088 2.08896 0.86567 -0.226
C 0.42011 2.65135 0.85353 -0.014
C -1.04038 0.72114 1.24770 -0.721
C -0.69047 -0.39541 -0.19602 -0.419
C 1.05938 -2.40914 -1.26115 -0.039
H 2.00946 -0.50237 -1.76521 0.114
H 0.61763 -3.12050 -1.89372 0.063
H 1.37329 2.09546 1.22816 0.084
H -1.50250 2.70970 0.57893 0.096
H 0.43186 -0.94291 -2.57402 0.125
H 0.32656 -2.38697 -0.43295 0.073
H -2.72079 -0.07170 2.04840 0.092
H 0.60711 3.79832 0.83604 0.102
H 1.97574 -2.77964 -0.92857 0.053

***

(4)
69
Properties=species:S:1:pos:R:3:lowdin_charge:R:1 method="wB97M-V/def2-TZVPD" homo_lumo_gap_ev="5.496 / 6.589" total_energy_ha=-5451.16053 multiplicity=5 charge=-1 s2=6.05
Pd 0.00000 0.00000 0.00000 1.042
As 0.87010 2.60880 -1.66360 0.969
Cl -2.07200 -3.28150 -2.36370 0.716
S -1.14740 0.14800 2.92850 0.677
S -2.38890 0.97280 -1.51480 0.864
O -2.55460 -0.54070 -1.71710 -0.422
O -1.01160 1.03770 4.08420 -0.316
O 0.55170 0.81720 -1.94380 -0.479
O -2.40110 0.33190 2.19360 -0.309
O 0.62830 1.86260 0.00000 -0.569
O -0.50580 3.33980 -1.13640 -0.363
O -3.84120 1.39050 -1.23990 -0.343
O -1.59390 1.13130 0.00000 -0.497
N 1.98660 0.00000 0.14040 -0.061
N 0.14040 0.00000 1.99920 -0.213
C -2.83810 -2.12750 0.01440 -0.270
C 3.20970 -0.28170 4.08890 -0.071
C -4.88380 -2.81180 1.14520 -0.065
C -1.44690 -1.47420 3.69170 -0.236
C 4.70960 -0.17890 0.70570 -0.005
C -1.99450 -3.97040 4.81520 -0.281
C -1.96570 -3.81220 3.42140 -0.019
C 1.85780 -0.18810 3.75570 -0.001
C -2.19430 2.29280 -5.35210 -0.097
C 2.39790 -0.09800 1.41510 -0.165
C -3.73900 -2.01260 1.08350 -0.034
C 4.16920 -0.28470 3.08640 -0.059
C 3.77150 -0.19040 1.74730 -0.159
C -5.14590 -3.73510 0.13640 -0.099
C -3.11050 -3.06590 -0.99590 -0.586
C 2.91690 0.01080 -0.83520 -0.110
C -1.69970 -2.56370 2.85720 -0.067
C -1.76020 1.76050 -3.01840 -0.240
C 4.27710 -0.07600 -0.60940 -0.036
C -2.25690 -5.31730 5.41830 -0.068
C -1.69000 -1.22830 0.00000 -0.162
C -1.46070 -1.61450 5.07900 -0.057
C -0.48370 2.40730 -3.11260 -0.299
C 1.42730 -0.09920 2.41750 -0.241
C -2.59220 1.71540 -4.14710 -0.062
C -0.11230 2.98100 -4.33920 -0.117
C -1.72580 -2.86610 5.63780 -0.046
C -0.95730 2.92490 -5.44780 -0.096
C -4.25960 -3.86260 -0.93240 -0.117
H -0.65100 3.37320 -6.38410 0.093
H -2.93050 -5.90400 4.78490 0.075
H -2.15760 -4.65560 2.76420 0.116
H -3.55770 1.22800 -4.09220 0.114
H -1.31670 -5.86400 5.53800 0.080
H -1.72990 -2.96830 6.71940 0.105
H -1.00270 -1.16330 -0.86590 0.010
H -2.84750 2.25020 -6.21410 0.094
H -1.76360 -0.21800 0.45490 -0.040
H 2.51660 0.09570 -1.84030 0.084
H 4.97800 -0.06110 -1.43390 0.106
H -3.55780 -1.29550 1.88130 0.101
H -4.47150 -4.58270 -1.71900 0.094
H 3.50020 -0.34270 5.13290 0.103
H 0.52280 -1.60900 0.00000 0.188
H 1.41180 0.45780 -2.28070 0.008
H -5.57230 -2.70900 1.98080 0.103
H 5.77190 -0.24540 0.91810 0.114
H -2.73710 -5.22000 6.39780 0.073
H 1.13800 -0.17100 4.57050 0.097
H -1.69350 -2.42860 1.77900 0.068
H -6.03890 -4.35330 0.18040 0.094
H 5.21860 -0.35220 3.35330 0.103
H 0.84500 3.47770 -4.43580 0.081
H -1.27380 -0.75570 5.71640 0.106

***

(5)
96
Properties=species:S:1:pos:R:3:lowdin_charge:R:1 method="wB97M-V/def2-TZVPD" homo_lumo_gap_ev=9.126 total_energy_ha=-2953.13714 charge=0
P -0.09737 -0.64726 -1.86191 0.710
O -1.02575 -1.05213 -3.25967 -0.187
O -1.36285 4.90274 2.23233 -0.056
O 0.85444 -0.44208 0.98948 0.091
O -0.83421 2.08494 2.72191 -0.085
O 4.83161 -2.88624 0.16276 -0.066
O 0.76998 -5.24124 -1.66803 -0.052
O -3.65485 -2.78092 -5.11452 -0.053
O -0.05244 3.23217 -3.75028 -0.043
O -0.77935 -1.55323 -0.57347 -0.088
O -2.01715 -0.10773 2.49323 -0.039
O 7.17189 2.43284 3.26771 -0.058
O -2.85500 -3.18328 -2.14206 -0.056
O -0.09775 -2.48143 1.38776 0.083
O -4.25989 -0.68124 0.44847 -0.034
O 0.36237 -3.09429 -4.16577 -0.064
O -7.04978 7.36770 2.47658 -0.077
O 3.76368 -2.63709 -2.53985 -0.093
O 0.95954 3.10574 -0.03888 -0.062
O 3.05531 3.28829 5.39022 -0.046
O -2.80229 1.84837 -2.82849 -0.054
O -5.73169 4.87060 1.43885 -0.056
O -2.18647 -7.09504 -3.07204 -0.047
O 6.01432 2.45270 0.36326 -0.051
O -4.51309 -5.05582 -3.27853 -0.065
O 5.98434 -1.32737 -2.72077 -0.056
O -1.51387 1.30904 5.43391 -0.042
O -3.57221 2.35476 1.64785 -0.050
O -0.07072 -5.25898 1.51530 -0.069
O 4.90335 4.38331 2.64061 -0.050
O -2.48185 4.82873 -1.60831 -0.062
O 1.67323 -7.99475 1.46524 -0.057
O 2.00743 3.76664 2.62301 -0.068
O -0.16174 1.04341 -1.54526 -0.185
N 1.42970 -0.97594 -2.17994 -0.134
C 0.00296 -1.49694 0.60695 -0.470
H 7.87235 1.80175 3.47028 0.044
H 1.96039 -7.79030 2.36386 0.041
H 0.53138 2.24524 0.03894 -0.008
H -5.05043 4.18701 1.49844 0.015
H 5.63892 3.15219 -0.18532 0.052
H 2.44604 3.47797 3.43605 -0.004
H -1.35942 -0.75705 2.23749 0.014
H -3.60384 -1.33928 0.18872 0.017
H -1.75076 5.36975 2.98202 0.043
H 4.51039 -3.15232 -0.71248 -0.010
H -0.55627 2.30370 3.61885 0.026
H 0.34794 0.30602 1.40432 0.120
H -6.39585 6.70334 2.21704 -0.008
H -0.51594 4.58117 2.56870 0.004
H -1.82444 1.83315 6.18255 0.048
H -2.29875 1.03820 -2.67705 -0.006
H 0.19934 1.42547 -2.39110 0.066
H -3.02602 -2.92804 -4.39385 0.001
H -4.16339 -2.01309 -4.82664 0.053
H 5.03255 5.31773 2.43790 0.051
H 2.69223 3.68686 1.94827 0.016
H 5.27107 1.85551 0.52040 0.054
H 0.07378 -4.32058 1.31438 -0.020
H -1.98098 0.47001 5.52585 0.045
H -1.74828 -7.38863 -2.26370 0.048
H -3.61736 1.61328 1.02838 0.022
H 0.81742 -8.42447 1.58589 0.045
H -5.04627 -1.20293 0.65214 0.054
H -2.57482 -2.97576 -1.24221 0.020
H -2.80345 -0.63059 2.69758 0.069
H 3.89372 3.64737 5.70597 0.052
H -2.81862 2.87704 1.33468 0.032
H 5.52966 -3.52247 0.36081 0.037
H -1.19684 -2.03209 -3.17030 0.036
H 0.33555 -3.81787 -4.80376 0.051
H -4.01156 -5.86971 -3.12637 0.017
H 5.78144 3.99440 2.52389 0.003
H 0.79882 -5.66302 1.39023 0.014
H 2.40632 3.61433 6.02560 0.049
H -4.20070 -4.74644 -4.14053 0.023
H 0.62726 -4.94411 -0.75958 -0.001
H -2.48129 3.97118 -2.05454 -0.008
H -1.70876 1.67716 2.84044 -0.005
H -7.83728 6.85070 2.68087 0.029
H 0.25101 3.55506 -4.60780 0.055
H -5.77133 5.07892 0.49725 0.052
H 1.70624 -5.06867 -1.82690 0.033
H 4.63852 -3.02540 -2.66149 0.030
H -2.48930 2.15983 -3.68717 0.038
H -3.71121 -3.62418 -2.02634 0.035
H -1.50562 -7.17807 -3.75000 0.046
H 3.89561 -1.70241 -2.73838 0.021
H 1.74811 -1.68470 -1.50132 -0.003
H 6.92017 -1.14389 -2.87010 0.059
H 1.08937 -2.53755 -4.47261 0.042
H 6.85421 2.15977 2.39557 0.003
H 0.55313 3.64242 -3.11743 0.050
H -1.54839 5.06431 -1.55382 0.025
H 0.63104 3.60054 0.72414 0.010
H 5.83051 -1.03317 -1.81218 0.051